Entry 1:
A structure of composition C36H36N10O2Tl. Source: OMol25; level of theory: the ωB97M-V functional and the def2-TZVPD basis.

CARTESIAN COORDINATES (ANGSTROEM)
Tl1 -0.28717 -1.09311 1.06508
O1 -3.78455 1.91203 1.60308
C1 -2.97832 1.02597 1.78961
N1 -1.59788 1.13287 1.77693
C2 -1.08377 2.36952 1.72925
O2 -1.56302 3.48099 1.55414
C3 0.42221 2.40370 1.96799
C4 0.97513 3.61256 2.46895
C5 2.29194 3.81136 2.25493
C6 3.09860 2.79441 1.57648
C7 2.46991 1.49068 1.55595
N2 1.18335 1.33756 1.66200
C8 -3.50798 -0.36598 2.09665
C9 -4.88352 -0.53424 2.18942
C10 -5.38270 -1.78906 2.48798
C11 -4.49424 -2.83563 2.68505
C12 -3.14072 -2.57804 2.56060
N3 -2.65330 -1.37239 2.27352
H1 0.30856 4.36635 2.85893
H2 2.75103 4.77345 2.45335
H3 4.11802 2.74661 1.95920
H4 3.05752 0.59332 1.38748
H5 -5.52178 0.32230 2.03030
H6 -6.44958 -1.95101 2.56667
H7 -4.83861 -3.83077 2.92870
H8 -2.41301 -3.37134 2.69579
C13 4.34314 2.42457 -0.70377
C14 3.34095 3.28639 -0.00981
C15 2.04169 3.62403 -0.69822
C16 1.09003 2.86552 -1.20166
N4 3.06935 0.44123 -1.29156
C17 4.16459 1.23088 -1.29942
N5 0.25655 2.19424 -1.75253
C18 -1.05831 1.80886 -1.66265
N6 -1.43414 0.58238 -1.50149
C19 -2.86966 0.62762 -1.58247
N7 -3.69745 -0.32843 -1.57603
C20 -3.39935 -1.67706 -1.37359
C21 -4.08051 -2.59391 -2.17783
C22 -3.85471 -3.94094 -1.99020
C23 -2.98491 -4.34120 -0.98186
C24 -2.38063 -3.35892 -0.22297
N8 -2.56401 -2.05169 -0.41081
C25 -3.29556 2.03295 -1.78699
C26 -4.53706 2.62364 -1.86280
C27 -4.57582 4.00703 -2.00922
C28 -3.41005 4.76387 -2.07341
C29 -2.15999 4.16112 -1.99154
C30 -2.13874 2.78931 -1.84850
H9 5.34477 2.82868 -0.74030
H10 3.83229 4.24347 0.15252
H11 1.82809 4.68222 -0.80471
H12 5.00628 0.79727 -1.82923
H13 -4.76657 -2.22373 -2.92578
H14 -4.36122 -4.67208 -2.60604
H15 -2.79219 -5.38556 -0.78236
H16 -1.70335 -3.63033 0.58162
H17 -5.44056 2.03332 -1.79690
H18 -5.53248 4.50870 -2.06314
H19 -3.47935 5.83752 -2.18057
H20 -1.25236 4.74855 -2.03856
C31 4.14405 -1.78999 2.55029
N9 3.46843 -2.21154 1.33322
C32 2.90407 -3.53589 1.51844
C33 4.37615 -2.15027 0.19875
C34 3.77899 -2.56723 -1.14459
N10 2.56296 -1.87937 -1.57572
C35 2.82192 -0.62735 -2.23858
C36 1.69080 -2.73504 -2.37128
H21 4.86790 -2.53599 2.91268
H22 3.41559 -1.61278 3.34443
H23 4.69922 -0.86670 2.37401
H24 3.68089 -4.30845 1.63506
H25 2.27000 -3.80648 0.67375
H26 2.28398 -3.54383 2.41582
H27 5.25273 -2.80504 0.35540
H28 4.75637 -1.12791 0.13845
H29 3.56268 -3.63566 -1.12254
H30 4.58167 -2.44168 -1.88937
H31 3.69140 -0.67793 -2.91220
H32 2.24742 0.72460 -0.78910
H33 1.94460 -0.36518 -2.83614
H34 2.12552 -3.01364 -3.34277
H35 0.74111 -2.22747 -2.54191
H36 1.48672 -3.65084 -1.82141

Force components x, y, z for each atom (eV/Å):
Tl -0.3 0.1 -0.1
O 0.0 0.1 -0.1
C -0.1 -0.1 0.0
N 0.0 -0.1 0.0
C 0.1 -0.1 0.0
O 0.0 0.0 -0.1
C 0.0 0.2 0.0
C 0.0 0.0 0.0
C 0.0 0.0 -0.1
C 0.1 -0.1 0.5
C 0.0 0.1 0.0
N -0.1 -0.1 -0.1
C 0.1 0.0 0.1
C 0.0 0.0 0.0
C 0.0 0.0 0.0
C 0.0 0.0 0.0
C 0.0 0.2 0.2
N 0.0 0.0 0.3
H 0.0 0.0 0.0
H 0.0 0.0 0.1
H 0.0 0.0 -0.1
H 0.0 -0.1 0.0
H 0.0 0.0 0.0
H 0.0 0.0 0.0
H 0.0 0.0 0.0
H 0.0 0.0 0.1
C 0.0 0.1 0.1
C -0.1 0.0 -0.5
C 0.0 0.0 0.1
C 0.0 -0.3 0.2
N -0.2 0.1 -0.1
C 0.0 0.0 0.0
N 0.1 0.1 -0.2
C 0.0 -0.2 0.2
N 0.0 0.2 0.0
C 0.0 -0.1 -0.1
N 0.1 0.2 0.2
C 0.1 0.0 -0.1
C 0.0 -0.1 0.0
C 0.0 0.0 0.0
C 0.0 0.0 0.0
C 0.0 -0.1 -0.2
N 0.2 0.0 -0.3
C 0.0 0.0 0.1
C 0.0 0.0 0.0
C 0.0 0.0 0.0
C 0.0 0.0 0.0
C 0.0 0.0 0.0
C 0.0 0.1 0.1
H 0.0 0.0 0.0
H -0.1 0.0 0.1
H 0.0 0.0 0.0
H 0.0 0.0 0.0
H 0.0 0.0 0.0
H 0.0 0.0 0.0
H 0.0 0.0 0.0
H 0.0 -0.1 -0.1
H 0.0 0.0 0.0
H 0.0 0.0 0.0
H 0.0 0.0 0.0
H 0.0 0.0 0.0
C 0.0 0.0 0.0
N -0.1 0.2 0.0
C -0.1 0.0 0.0
C 0.0 0.0 0.0
C 0.0 -0.1 0.0
N 0.0 -0.1 0.1
C 0.0 -0.1 0.1
C 0.1 0.0 0.0
H 0.0 0.0 0.0
H 0.0 0.0 0.0
H 0.0 0.0 0.0
H 0.0 0.0 0.0
H 0.0 0.0 0.0
H 0.0 0.0 0.0
H 0.0 0.0 0.0
H 0.0 0.0 0.0
H 0.0 0.0 0.1
H 0.0 0.0 0.0
H 0.0 0.0 0.0
H -0.1 0.1 0.0
H 0.0 0.0 0.0
H 0.0 0.0 0.0
H 0.0 0.0 0.0
H 0.0 0.0 0.0

Calculated values
- Highest occupied orbital energy: -10.929 eV
- Net charge: +1
- Multiplicity: 1
- Molecular weight: 845.1 g mol⁻¹
- E: -61596.9643 eV
- Gap between HOMO and LUMO: 0.2154 hartree

Need the Löwdin charges? In units of e they are:
1 Tl 0.81
2 O 0.10
3 C -0.43
4 N 0.06
5 C -0.49
6 O 0.09
7 C -0.09
8 C 0.04
9 C 0.03
10 C -0.18
11 C -0.04
12 N 0.10
13 C -0.21
14 C 0.01
15 C -0.03
16 C -0.04
17 C -0.17
18 N 0.00
19 H 0.14
20 H 0.14
21 H 0.17
22 H 0.12
23 H 0.12
24 H 0.11
25 H 0.11
26 H 0.11
27 C -0.08
28 C -0.20
29 C -0.03
30 C -0.05
31 N 0.04
32 C -0.14
33 N 0.25
34 C -0.26
35 N 0.18
36 C -0.25
37 N 0.21
38 C -0.31
39 C 0.00
40 C -0.05
41 C -0.05
42 C -0.20
43 N 0.06
44 C -0.11
45 C 0.02
46 C -0.04
47 C -0.05
48 C 0.00
49 C -0.11
50 H 0.11
51 H 0.14
52 H 0.13
53 H 0.13
54 H 0.12
55 H 0.11
56 H 0.11
57 H 0.06
58 H 0.12
59 H 0.11
60 H 0.11
61 H 0.11
62 C -0.11
63 N -0.28
64 C -0.11
65 C -0.21
66 C -0.18
67 N -0.20
68 C -0.20
69 C -0.08
70 H 0.09
71 H 0.09
72 H 0.08
73 H 0.10
74 H 0.07
75 H 0.08
76 H 0.13
77 H 0.10
78 H 0.11
79 H 0.13
80 H 0.14
81 H 0.08
82 H 0.13
83 H 0.10
84 H 0.08
85 H 0.08

=====

Entry 2:
A structure of composition C18H20CaN3S6Se2. Source: OMol25; level of theory: the ωB97M-V functional and the def2-TZVPD basis.

CARTESIAN COORDINATES (ANGSTROEM)
Ca1 -0.05552 -0.15955 -0.36619
C1 0.89051 4.35263 0.77721
Se1 -0.45203 2.99369 0.39490
C2 -1.12784 3.78608 -1.26162
C3 -2.60515 3.48726 -1.39788
Se2 -2.96088 1.56812 -1.23755
C4 -4.07526 1.62241 0.35302
H1 1.59223 4.45610 -0.04502
H2 1.41869 4.04861 1.67681
H3 0.38088 5.29383 0.95576
H4 -0.55935 3.39580 -2.10059
H5 -0.93906 4.85543 -1.18546
H6 -2.97602 3.81526 -2.36504
H7 -3.18003 3.97648 -0.61560
H8 -3.51599 2.03522 1.18667
H9 -4.35861 0.59573 0.57250
H10 -4.95901 2.21139 0.13369
N1 4.25566 -1.28633 -0.07173
C5 4.58726 0.06340 -0.08746
C6 5.80317 0.72820 0.02372
C7 5.75900 2.10466 -0.06160
C8 4.54747 2.79082 -0.25822
C9 3.34950 2.11532 -0.36905
C10 3.38080 0.72650 -0.27445
N2 2.33962 -0.21008 -0.35944
C11 2.92388 -1.38636 -0.23977
C12 2.18466 -2.64404 -0.30309
C13 2.64354 -3.89359 -0.05964
S1 1.37020 -5.00642 -0.23522
C14 0.30609 -3.74203 -0.63674
N3 0.84697 -2.55646 -0.63565
H11 4.89731 -2.05403 0.03078
H12 6.73756 0.19977 0.16595
H13 6.67890 2.66968 0.01702
H14 4.56218 3.87179 -0.32723
H15 2.41435 2.63197 -0.52986
H16 3.63440 -4.21739 0.22301
H17 -0.73713 -3.92390 -0.85908
C15 -4.29327 -3.68146 2.46104
S2 -4.96033 -2.14439 1.77518
C16 -4.09460 -2.08809 0.25433
C17 -2.79416 -1.76036 0.10345
S3 -1.65764 -1.31816 1.35872
S4 -2.26483 -1.76689 -1.58748
C18 -3.80168 -2.08374 -2.36924
S5 -4.00217 -2.01013 -3.97790
S6 -5.02225 -2.40114 -1.20072
H18 -4.76395 -3.81556 3.43505
H19 -3.21624 -3.59153 2.58977
H20 -4.54540 -4.52293 1.81994

Force components x, y, z for each atom (eV/Å):
Ca -0.3 0.4 -0.3
C 0.0 0.0 0.0
Se 0.1 -0.1 0.1
C 0.0 0.0 0.1
C 0.0 -0.1 0.0
Se 0.1 0.0 -0.2
C 0.1 -0.1 0.1
H 0.0 0.0 0.0
H 0.0 0.0 0.0
H 0.0 0.0 0.0
H 0.0 0.0 -0.1
H 0.0 0.1 0.0
H 0.0 0.0 -0.1
H 0.0 0.0 0.0
H 0.0 0.0 0.0
H 0.0 0.0 0.0
H -0.1 0.0 0.0
N 0.2 0.0 0.1
C 0.1 -0.2 0.0
C 0.0 0.0 0.0
C 0.0 0.0 0.0
C 0.0 0.0 0.0
C 0.0 0.0 0.0
C -0.3 0.0 0.0
N 0.4 0.2 0.0
C -0.1 0.0 -0.1
C -0.2 0.4 -0.1
C 0.1 -0.2 0.1
S -0.1 -0.2 -0.1
C 0.1 0.1 0.1
N 0.2 0.0 0.0
H 0.0 0.0 0.0
H 0.0 0.0 0.0
H 0.0 0.0 0.0
H 0.0 -0.1 0.0
H 0.0 0.0 0.0
H -0.1 0.0 0.0
H 0.1 0.0 0.0
C 0.0 0.0 0.0
S -0.1 0.0 0.0
C 0.1 0.1 0.0
C 0.1 0.0 0.0
S -0.4 -0.2 0.1
S -0.1 -0.4 0.3
C 0.0 0.4 -0.1
S 0.0 -0.1 -0.1
S -0.2 -0.1 0.0
H 0.0 0.0 -0.1
H 0.0 0.0 0.0
H 0.0 0.0 0.0

Calculated values
- Highest occupied orbital energy: -9.806 eV
- Net charge: +1
- Multiplicity: 1
- Molecular weight: 668.8 g mol⁻¹
- E: -237601.4143 eV
- ΔE to the lowest compared entry with this formula, charge and spin: 17.2 kcal/mol
- Gap between HOMO and LUMO: 0.2515 hartree

Need the Löwdin charges? In units of e they are:
1 Ca 0.99
2 C -0.39
3 Se 0.88
4 C -0.54
5 C -0.54
6 Se 0.88
7 C -0.35
8 H 0.01
9 H 0.03
10 H 0.03
11 H 0.07
12 H 0.07
13 H 0.07
14 H 0.07
15 H 0.03
16 H 0.00
17 H 0.04
18 N 0.19
19 C -0.17
20 C 0.00
21 C -0.06
22 C -0.06
23 C -0.02
24 C -0.21
25 N 0.03
26 C -0.27
27 C -0.32
28 C -0.32
29 S 1.11
30 C -0.46
31 N -0.07
32 H 0.17
33 H 0.12
34 H 0.11
35 H 0.11
36 H 0.06
37 H 0.09
38 H 0.06
39 C -0.38
40 S 0.82
41 C -1.04
42 C -1.15
43 S 0.42
44 S 0.74
45 C -1.50
46 S 0.61
47 S 0.93
48 H 0.04
49 H 0.02
50 H 0.04

=====

Entry 3:
A cluster of 2 separate species, C7H18F3NO5P2 in total. Source: OMol25; level of theory: the ωB97M-V functional and the def2-TZVPD basis.

CARTESIAN COORDINATES (ANGSTROEM)
C1 0.82792 0.50339 2.69014
C2 1.29719 -0.95510 2.57770
C3 0.18566 -2.01394 2.58169
N1 0.01930 -2.68003 1.24294
P1 -0.16716 -1.71485 -0.10359
P2 1.36650 -2.34659 -1.57799
O1 2.20264 -1.19467 -1.88146
O2 2.06249 -3.58105 -0.87079
O3 0.48291 -3.01939 -2.69812
H1 0.89870 1.04908 1.75118
H2 1.43749 1.04770 3.41101
H3 -0.20895 0.57079 3.02430
H4 1.93738 -1.07940 1.69533
H5 1.93759 -1.17626 3.43332
H6 -0.76358 -1.59079 2.91687
H7 0.44476 -2.82094 3.26618
H8 -0.73979 -3.35456 1.27191
H9 0.09131 -0.37301 0.17593
H10 -1.44852 -1.81078 -0.65392
H11 2.38128 -3.39216 0.02412
H12 0.99449 -3.33971 -3.45831
C4 0.49474 1.64518 -1.85054
C5 -0.47331 2.45559 -2.69172
O4 -1.80312 2.27994 -2.26161
C6 -2.25480 2.95438 -1.01995
O5 -1.84298 4.14214 -0.81303
C7 -1.93303 2.03443 0.23151
F1 -2.00510 0.64628 0.02251
F2 -2.83519 2.26417 1.20263
F3 -0.72774 2.21547 0.80908
H13 -0.03003 0.71009 -1.62058
H14 1.44432 1.43018 -2.34304
H15 0.72504 2.13460 -0.90689
H16 -0.47217 2.08126 -3.71961
H17 -0.17172 3.50731 -2.72773
H18 -3.35454 2.77121 -1.12948

Force components x, y, z for each atom (eV/Å):
C 0.0 0.0 0.0
C 0.0 0.0 0.3
C 0.1 -0.1 -0.1
N -0.6 0.5 0.1
P 0.2 0.0 -0.2
P 0.2 0.4 0.0
O 0.0 -0.2 0.0
O -0.3 -0.1 0.1
O 0.3 -0.1 0.1
H 0.0 -0.1 0.0
H 0.0 0.0 0.0
H 0.0 0.0 0.0
H 0.0 -0.1 0.1
H 0.0 0.0 -0.1
H 0.0 0.1 -0.1
H 0.0 0.0 -0.1
H 0.2 -0.2 0.1
H 0.0 0.0 0.1
H 0.0 0.1 0.0
H 0.1 -0.1 -0.1
H -0.2 0.1 -0.1
C 0.2 -0.1 0.2
C -0.2 0.2 0.0
O 0.0 -0.4 0.0
C -0.1 0.1 -0.1
O 0.2 0.0 0.0
C -0.1 0.0 0.1
F 0.0 0.0 0.0
F 0.0 -0.1 0.0
F -0.1 0.0 -0.1
H 0.2 -0.1 -0.1
H -0.1 -0.1 -0.1
H -0.1 0.1 0.0
H 0.1 0.0 0.0
H -0.2 0.0 0.2
H 0.0 0.1 0.0

Calculated values
- Highest occupied orbital energy: -6.325 eV
- Multiplicity: 1
- Molecular weight: 315.2 g mol⁻¹
- E: -46007.0748 eV
- Gap between HOMO and LUMO: 0.1917 hartree

Need the Löwdin charges? In units of e they are:
1 C -0.09
2 C -0.25
3 C -0.23
4 N -0.25
5 P 1.02
6 P 0.30
7 O -0.26
8 O -0.13
9 O -0.13
10 H 0.05
11 H 0.08
12 H 0.08
13 H 0.09
14 H 0.11
15 H 0.12
16 H 0.11
17 H 0.10
18 H 0.01
19 H 0.03
20 H 0.09
21 H 0.11
22 C -0.09
23 C -0.28
24 O -0.13
25 C -0.55
26 O -0.11
27 C -0.50
28 F -0.01
29 F 0.11
30 F 0.08
31 H 0.03
32 H 0.07
33 H 0.07
34 H 0.11
35 H 0.11
36 H 0.14

=====

Entry 4:
The molecule C4H8O2. Source: OMol25; level of theory: the ωB97M-V functional and the def2-TZVPD basis.

CARTESIAN COORDINATES (ANGSTROEM)
C1 -1.96417 -0.51148 -0.41048
C2 -0.52486 -0.12867 -0.69911
O1 -0.15318 0.88841 0.22582
C3 1.23894 1.03472 0.39033
C4 1.78853 -0.25214 0.98631
O2 2.44259 -1.05220 0.36154
H1 -2.67100 0.23819 -0.77580
H2 -2.09271 -0.60722 0.67207
H3 -2.20283 -1.47447 -0.87257
H4 0.12165 -1.00730 -0.58095
H5 -0.39249 0.23138 -1.73117
H6 1.37911 1.86485 1.09164
H7 1.76512 1.25175 -0.55051
H8 1.47071 -0.46162 2.02963

Force components x, y, z for each atom (eV/Å):
C 0.0 0.0 0.0
C -0.1 -0.2 -0.1
O 0.0 0.0 0.1
C 0.2 0.1 0.0
C 0.2 -0.2 -0.2
O -0.1 0.4 0.4
H 0.1 -0.1 0.1
H 0.0 0.0 -0.2
H 0.0 0.2 0.0
H -0.1 0.1 0.0
H 0.0 0.0 0.2
H 0.0 -0.1 -0.1
H -0.1 -0.1 0.1
H 0.0 0.0 -0.1

Calculated values
- Highest occupied orbital energy: -9.725 eV
- Multiplicity: 1
- Molecular weight: 88.1 g mol⁻¹
- E: -8371.5831 eV
- ΔE to the lowest compared entry with this formula, charge and spin: 39.2 kcal/mol
- Gap between HOMO and LUMO: 0.3897 hartree

Need the Löwdin charges? In units of e they are:
1 C -0.07
2 C -0.27
3 O -0.15
4 C -0.19
5 C -0.24
6 O 0.06
7 H 0.08
8 H 0.08
9 H 0.08
10 H 0.11
11 H 0.13
12 H 0.13
13 H 0.13
14 H 0.13